Entry 1:
Molecular formula: C72H55BiN6O6S3
Method: DFT, ωB97M-V with the def2-TZVPD basis set

```
143
Properties=species:S:1:pos:R:3:forces:R:3:mulliken_charge:R:1
Bi -1.3818 -0.8036 -0.8126 0.27 -0.07 0.10 2.102
N -5.0888 4.7025 7.8115 0.02 -0.02 -0.01 -0.544
C -4.6528 4.1432 6.9071 -0.16 0.17 0.28 -0.181
C -4.1189 3.4572 5.7735 0.13 -0.16 -0.39 0.654
C -3.7945 4.1725 4.6207 -0.08 -0.01 0.07 -0.861
C -3.2696 3.5100 3.5270 -0.03 -0.09 -0.07 0.030
C -3.0776 2.1315 3.5579 -0.03 0.16 0.25 -0.922
C -3.4266 1.4213 4.7014 0.00 -0.05 -0.05 0.285
C -3.9365 2.0755 5.8079 -0.02 0.06 0.07 -0.878
C -2.4406 1.4557 2.3886 0.25 -0.06 -0.18 0.997
C -3.3527 0.6999 1.5907 -0.35 -0.10 -0.02 -0.606
C -4.7354 0.7549 1.8668 0.16 0.03 -0.01 -0.655
C -5.3806 -0.1050 0.9970 -0.18 -0.08 0.00 -1.976
C -4.3885 -0.6783 0.2193 0.01 0.01 0.06 -0.280
N -3.1603 -0.2130 0.5402 -0.04 0.33 0.43 0.853
C -1.0904 1.7019 2.2977 0.00 0.06 0.26 0.492
C -0.3160 2.3247 3.3528 0.02 0.02 -0.06 -1.396
C 0.9706 2.3488 2.9212 -0.02 0.32 0.06 -1.597
C 0.9532 1.7826 1.6077 -0.50 0.19 -0.30 -1.169
N -0.2486 1.3903 1.2412 0.19 -0.35 -0.51 1.255
H -3.9650 5.2394 4.5851 0.04 0.02 0.03 0.479
H -3.0099 4.0600 2.6318 0.04 0.01 0.00 0.525
H -3.2925 0.3473 4.7232 0.04 -0.02 0.01 0.537
H -4.2009 1.5254 6.7004 0.01 -0.02 0.01 0.465
H -5.1925 1.3641 2.6280 -0.03 0.00 -0.05 0.600
H -6.4368 -0.3038 0.9337 -0.03 -0.03 -0.02 0.515
H -4.5198 -1.4187 -0.5499 -0.01 -0.03 0.04 0.591
H -0.7060 2.6522 4.3019 0.06 0.05 0.04 0.693
H 1.8473 2.7111 3.4316 0.01 0.05 0.07 0.439
H 1.8067 1.7205 0.9530 0.15 -0.21 -0.28 0.544
C -0.8851 6.1973 0.1103 0.12 -0.03 -0.01 -1.502
C -0.1439 5.4793 -1.0292 -0.05 0.05 0.09 2.385
C 1.0009 4.6542 -0.4374 -0.12 0.01 -0.04 -1.664
C 0.4507 6.5058 -2.0072 -0.04 -0.10 0.06 -1.929
C -1.1695 4.6007 -1.7398 0.04 0.01 -0.08 0.065
C -2.0851 5.2001 -2.6236 -0.10 -0.05 -0.13 -0.383
C -3.0469 4.4739 -3.2949 0.04 0.03 0.05 -1.238
C -3.1133 3.1085 -3.0538 0.01 -0.27 0.08 1.515
S -4.1955 1.9298 -3.7261 0.18 -0.04 0.12 -0.479
C -3.3823 0.6920 -2.8101 -0.17 0.59 -0.19 0.163
N -2.4155 1.1238 -2.0604 0.04 -0.38 -0.04 1.147
C -2.2249 2.4846 -2.1673 -0.27 0.57 -0.27 -2.606
C -1.2522 3.2390 -1.5130 0.02 -0.21 0.05 0.136
C -3.7481 -0.7121 -2.9098 -0.01 -0.51 0.02 1.308
C -4.8499 -1.1105 -3.6678 0.16 0.18 0.08 -0.756
C -5.1683 -2.4508 -3.7762 -0.03 -0.07 -0.04 -1.128
C -4.3697 -3.3976 -3.1528 -0.05 0.04 0.06 -0.838
C -3.2863 -2.9973 -2.3788 0.11 0.06 -0.01 -0.843
C -2.9711 -1.6559 -2.2185 0.09 0.29 -0.25 0.195
H -0.1971 6.8163 0.6887 0.02 0.03 0.01 0.454
H -1.3294 5.4582 0.7793 -0.01 0.02 0.07 -0.002
H -1.6826 6.8346 -0.2740 -0.02 0.01 -0.01 0.423
H 1.7463 5.3207 -0.0032 0.02 0.03 0.01 0.561
H 1.4906 4.0508 -1.2037 0.05 -0.06 0.02 0.388
H 0.6536 3.9927 0.3564 0.00 0.00 -0.03 0.123
H 1.3239 6.9854 -1.5650 0.00 0.02 0.04 0.452
H -0.2595 7.2920 -2.2609 -0.02 0.01 -0.04 0.411
H 0.7635 6.0118 -2.9281 0.06 0.04 -0.03 0.365
H -2.0414 6.2653 -2.8002 0.04 0.03 0.00 0.374
H -3.7245 4.9502 -3.9908 -0.02 0.04 0.04 0.468
H -0.5838 2.7178 -0.8432 0.10 0.05 0.10 0.084
H -5.4642 -0.3633 -4.1554 -0.03 -0.03 -0.07 0.486
H -6.0316 -2.7584 -4.3500 -0.01 0.00 -0.02 0.399
H -4.6051 -4.4495 -3.2454 0.04 -0.02 -0.02 0.500
H -2.6864 -3.7568 -1.9034 -0.10 -0.08 0.00 0.440
O -1.0499 -6.9621 -0.1062 0.13 -0.24 -0.13 -0.581
C -1.7465 -6.4458 0.8740 -0.16 0.18 0.23 0.392
O -2.2797 -7.1036 1.7378 0.04 0.01 -0.09 -0.645
C -1.8841 -4.9558 0.9018 0.13 0.08 -0.11 0.501
C -2.6256 -4.2766 1.8491 0.03 -0.21 -0.05 -0.691
N -2.5287 -2.9701 1.5761 -0.05 -0.18 0.13 -0.051
N -1.7567 -2.7585 0.5098 0.24 -0.04 -0.21 0.768
C -1.3472 -3.9462 0.0766 0.11 -0.20 0.26 -1.012
C -0.4680 -4.0030 -1.1646 -0.06 0.31 0.28 0.609
O -0.2564 -5.1056 -1.6782 0.13 0.05 0.01 -0.911
O -0.0818 -2.8708 -1.5687 -0.23 0.03 0.05 0.381
H -0.6818 -6.2714 -0.7495 -0.15 -0.01 0.10 0.418
H -3.2000 -4.6748 2.6672 -0.01 0.07 0.06 0.595
H -2.9465 -2.1846 2.0520 -0.03 0.04 -0.09 -0.236
C -0.0859 -1.4354 6.9846 0.00 0.03 -0.05 -1.564
C 0.4911 -1.6678 5.6156 0.00 -0.10 0.05 1.013
C 0.8254 -2.9502 5.1928 -0.01 0.14 -0.04 -0.964
C 1.3133 -3.1725 3.9114 0.09 -0.19 -0.23 -0.816
C 1.4588 -2.1075 3.0433 -0.43 0.13 -0.28 -0.811
C 1.1418 -0.8177 3.4507 -0.09 -0.17 -0.02 0.187
C 0.6752 -0.6008 4.7351 0.07 -0.06 0.00 -0.726
S 1.8805 -2.4321 1.3080 0.12 0.13 0.65 2.169
O 2.2083 -3.8720 1.2607 -0.05 -0.56 -0.28 -0.841
C 3.4402 -1.5320 1.2642 0.00 0.07 -0.62 0.557
C 4.0578 -1.0694 2.4442 0.18 -0.07 0.14 -0.653
C 5.2359 -0.3913 2.3914 -0.09 0.04 0.15 -1.438
C 5.8182 -0.0639 1.1527 0.04 -0.08 -0.36 0.988
C 6.9994 0.7091 1.0710 0.08 0.06 -0.01 -1.101
C 7.5464 1.0213 -0.1400 -0.01 0.09 0.16 -0.639
C 6.9420 0.5627 -1.3254 -0.05 -0.12 -0.06 -0.895
C 5.8188 -0.2127 -1.2767 0.16 0.08 -0.12 -1.172
C 5.2172 -0.5422 -0.0389 0.06 0.01 0.16 1.160
C 4.0315 -1.3425 0.0271 -0.02 0.10 0.03 -0.457
C 3.6843 -2.0272 -1.2778 -0.44 0.16 0.15 -0.070
C 4.4060 -3.2217 -1.5736 -0.09 0.02 -0.25 1.228
C 5.2534 -3.8481 -0.6292 0.05 -0.08 0.10 -0.862
C 5.9073 -5.0061 -0.9385 0.01 0.11 0.09 -0.963
C 5.7492 -5.6016 -2.2042 -0.04 0.01 -0.15 -0.621
C 4.9533 -5.0118 -3.1431 0.11 -0.10 -0.03 -1.272
C 4.2807 -3.8010 -2.8631 0.02 0.12 0.16 0.866
C 3.5328 -3.1274 -3.8559 -0.03 0.01 -0.01 -1.229
C 2.8581 -1.9793 -3.5670 0.01 -0.11 -0.10 -0.877
C 2.8860 -1.4642 -2.2596 0.05 -0.15 0.68 0.033
S 1.9059 -0.0568 -1.7078 0.36 0.19 -0.62 2.771
O 2.8080 1.1275 -1.6999 -0.02 0.30 0.34 -0.959
C 0.8442 0.2085 -3.1552 -0.10 -0.25 0.14 -0.393
C 0.0846 -0.8044 -3.7343 -0.05 0.02 -0.03 0.358
C -0.7426 -0.5063 -4.8067 0.00 0.07 0.00 -0.729
C -0.8423 0.7899 -5.3048 -0.01 -0.07 -0.01 0.734
C -1.7033 1.0860 -6.5006 0.07 0.00 0.05 -1.672
C -0.0971 1.7939 -4.6909 -0.05 -0.07 -0.03 -0.846
C 0.7403 1.5074 -3.6259 0.24 0.13 0.09 -1.192
H 0.1300 -2.2687 7.6505 0.01 0.00 0.03 0.402
H -1.1719 -1.3295 6.9265 0.00 0.01 0.03 0.250
H 0.3105 -0.5219 7.4274 -0.01 0.00 0.03 0.381
H 0.6964 -3.7905 5.8639 0.02 0.01 0.03 0.385
H 1.5825 -4.1667 3.5754 -0.05 0.00 -0.04 0.617
H 1.2877 0.0036 2.7614 -0.06 -0.18 0.22 0.592
H 0.4579 0.4096 5.0626 -0.02 -0.04 -0.03 0.416
H 3.6151 -1.3041 3.4011 0.06 0.05 -0.03 0.663
H 5.7346 -0.0900 3.3043 -0.03 0.05 0.03 0.410
H 7.4557 1.0506 1.9922 0.01 0.03 -0.01 0.454
H 8.4379 1.6321 -0.1961 0.03 -0.02 0.02 0.389
H 7.3827 0.8230 -2.2785 -0.04 -0.02 -0.03 0.459
H 5.3682 -0.5665 -2.1932 0.04 0.07 -0.01 0.379
H 5.3729 -3.4029 0.3490 -0.02 -0.04 0.02 0.422
H 6.5569 -5.4733 -0.2105 -0.03 0.01 0.05 0.428
H 6.2738 -6.5201 -2.4311 -0.03 -0.03 -0.01 0.413
H 4.8322 -5.4593 -4.1217 0.00 0.01 -0.02 0.447
H 3.5062 -3.5366 -4.8581 -0.01 -0.01 -0.01 0.447
H 2.3082 -1.4597 -4.3376 0.04 -0.08 0.00 0.762
H 0.1693 -1.8226 -3.3812 -0.05 -0.05 0.04 0.613
H -1.3102 -1.3044 -5.2700 -0.03 -0.01 0.00 0.288
H -2.2415 0.1931 -6.8147 -0.05 0.03 -0.05 0.364
H -1.0899 1.4315 -7.3343 -0.02 -0.02 -0.03 0.403
H -2.4267 1.8694 -6.2787 -0.06 0.04 0.00 0.299
H -0.1656 2.8119 -5.0567 0.00 0.03 0.00 0.420
H 1.3452 2.2773 -3.1642 0.00 0.02 0.01 0.589
```
Positions in Å, forces in eV/Å.

Output
multiplicity	1
HOMO-LUMO gap	0.2569	Eh
molecular weight	1405.45	g mol⁻¹

Entry 2:
Molecular formula: C6H8ClNO2S
Method: DFT, ωB97M-V with the def2-TZVPD basis set

```
19
Properties=species:S:1:pos:R:3:forces:R:3:mulliken_charge:R:1
Cl -1.5204 -2.1900 -0.2403 -0.38 -0.55 0.62 -0.174
C -1.9627 -0.7223 0.7034 -0.11 1.89 -4.66 -0.271
S -3.7081 -0.2626 0.5054 0.68 0.33 -0.13 -0.133
C -3.2416 1.0142 -0.6562 -1.21 -0.77 -0.08 -0.311
C -1.9286 1.1662 -0.7751 0.33 1.83 -1.18 -0.425
N -1.1463 0.3601 -0.0140 0.15 -3.17 2.38 0.203
O -0.2004 0.9261 0.8695 -0.21 -0.31 -1.14 -0.308
C 1.2028 0.6987 0.5271 0.36 0.20 0.00 -0.422
C 1.7281 -0.7494 0.7255 -1.77 1.36 -1.56 0.114
C 1.6257 -1.5845 -0.4706 0.00 -1.26 -1.66 -0.523
O 2.8928 -1.2028 0.0881 0.07 1.03 -0.49 -0.449
H -1.7609 -0.7564 1.6956 1.17 -0.57 2.78 0.489
H -4.1105 1.3395 -1.2333 0.84 0.36 -0.08 0.357
H -1.3271 1.7692 -1.4899 -1.04 -0.10 0.56 0.351
H 1.5175 0.7991 -0.5465 -0.80 1.31 0.79 0.278
H 1.4437 1.5136 1.2606 1.59 -0.95 -0.95 0.251
H 1.4670 -1.0970 1.6463 -0.16 -1.53 2.58 0.450
H 1.5255 -2.6855 -0.5518 -0.28 0.73 0.91 0.310
H 1.2772 -1.1712 -1.4686 0.78 0.16 1.32 0.212
```
Positions in Å, forces in eV/Å.

Output
multiplicity	1
HOMO-LUMO gap	0.3304	Eh
molecular weight	193.66	g mol⁻¹

Entry 3:
Molecular formula: C4H11N2
Method: DFT, ωB97M-V with the def2-TZVPD basis set

```
17
Properties=species:S:1:pos:R:3:forces:R:3:mulliken_charge:R:1
C 2.0894 -0.8932 -0.0078 0.20 -0.55 2.84 -0.976
N 0.5854 -0.8502 0.1167 1.99 1.58 -0.05 -0.109
C 0.0051 0.3265 0.0125 -4.34 -0.08 -0.10 0.737
C 0.7327 1.6436 -0.1250 -0.47 -0.87 0.32 -1.182
N -1.4399 0.4133 -0.0534 3.67 3.22 0.94 -0.168
C -2.3589 -0.6373 -0.0004 -2.01 -3.95 1.40 -0.918
H 2.5668 -1.8379 0.3246 -0.98 0.22 -0.64 0.314
H 2.3486 -0.6030 -0.9524 0.60 0.03 -2.80 0.433
H 2.6749 -0.1653 0.5962 -1.23 -0.15 0.26 0.320
H 0.0880 -1.7226 0.1598 -0.36 -0.04 0.05 0.265
H 1.0668 1.7535 -1.1517 -0.27 0.09 -0.35 0.332
H 0.0226 2.4300 0.1522 0.50 -0.01 -0.16 0.333
H 1.6523 1.6697 0.4478 -0.16 0.11 0.43 0.363
H -1.8747 1.3527 0.2977 1.65 -2.27 -1.20 0.322
H -2.5762 -1.2891 -0.9124 1.17 0.98 0.81 0.300
H -3.3443 -0.2118 0.1637 -0.03 0.19 0.16 0.320
H -2.2388 -1.3790 0.9320 0.08 1.49 -1.90 0.314
```
Positions in Å, forces in eV/Å.

Output
multiplicity	1
HOMO-LUMO gap	0.4008	Eh
total charge	+1
molecular weight	87.15	g mol⁻¹

Entry 4:
Molecular formula: C18H54BrN6O2P4
Method: DFT, ωB97M-V with the def2-TZVPD basis set

```
85
Properties=species:S:1:pos:R:3:forces:R:3:mulliken_charge:R:1
C -5.2253 2.5379 -2.1397 0.05 0.11 0.04 -1.046
C -5.2855 1.1201 -1.5540 0.00 -0.23 0.26 0.104
P -4.6286 -0.1696 -2.7242 -0.62 -0.04 -0.78 -0.145
C -4.5154 -1.6876 -1.6565 -0.16 0.45 -0.15 -0.770
P -2.5037 0.3873 -3.4049 0.85 -0.01 0.39 0.757
C -0.7563 0.8338 -4.1564 0.56 0.01 0.03 -1.274
C -0.6548 0.5494 -5.6292 -0.91 -0.17 0.29 0.071
C -1.7027 1.2323 -6.5036 0.20 0.31 -0.40 -1.056
Br 1.1774 0.9477 -6.3508 0.10 -0.04 0.02 -0.313
H -4.8608 3.2663 -1.4131 0.08 -0.03 0.05 0.254
H -4.5729 2.5883 -3.0104 0.06 0.02 0.01 0.200
H -6.2119 2.8858 -2.4491 -0.05 -0.07 -0.10 0.315
H -4.7821 1.0519 -0.5818 0.14 0.12 -0.03 -0.386
H -6.3325 0.8623 -1.3752 0.00 -0.08 0.15 0.473
H -5.3922 -2.2997 -1.8651 0.01 -0.15 0.14 0.469
H -3.6181 -2.2342 -1.9500 0.07 -0.03 0.10 0.238
H -4.4730 -1.4428 -0.5942 0.17 -0.08 0.05 -0.026
H -3.0897 1.5392 -4.1163 -0.18 -0.17 -0.09 -0.340
H -2.2418 1.2733 -2.2370 -0.02 0.08 -0.07 -0.495
H -1.9186 -0.7326 -2.6532 -0.09 -0.05 -0.04 -0.174
H -2.7503 -0.5276 -4.5464 -0.25 0.12 -0.03 0.052
H -0.4956 1.8714 -3.9239 -0.27 0.11 -0.09 0.376
H -0.0045 0.2108 -3.6614 -0.10 0.01 0.21 0.377
H -0.7659 -0.5248 -5.7540 0.37 -0.07 -0.20 0.415
H -2.4884 0.5311 -6.7805 -0.07 -0.06 0.19 0.274
H -2.1702 2.0753 -5.9989 0.05 0.00 0.12 0.208
H -1.2719 1.6027 -7.4329 0.04 -0.03 -0.03 0.420
O -2.0659 -0.6487 0.6409 -2.43 -0.22 -0.24 -0.560
P -2.1032 -0.1438 2.0191 4.30 0.59 1.74 0.316
N -1.4351 1.4232 1.9282 -0.52 0.17 -0.07 0.589
C -1.0223 2.2086 3.0750 -0.20 0.16 0.22 -0.980
C -2.0517 2.2789 0.9088 0.10 -0.18 -0.46 -1.035
N -1.0063 -1.1668 2.8380 0.09 -0.07 -0.11 0.390
C -0.0399 -0.6783 3.7973 -0.19 -0.09 0.37 -1.207
C -0.4157 -2.2346 2.0307 0.15 -0.10 -0.31 -1.047
N -3.1520 0.0461 3.3604 -1.47 -0.86 -1.28 0.034
C -3.5569 -1.2109 4.0201 0.11 -0.10 0.25 -1.050
C -4.4020 0.7402 2.9706 0.13 0.49 0.06 -1.012
H -1.8608 2.5721 3.6888 -0.01 -0.02 -0.03 0.252
H -0.4776 3.0847 2.7144 -0.06 0.00 -0.08 0.385
H -0.3379 1.6741 3.7207 -0.09 -0.03 0.01 0.218
H -3.0370 2.6647 1.2053 0.07 0.07 0.03 0.270
H -2.1665 1.7330 -0.0283 -0.03 -0.04 0.04 0.153
H -1.4068 3.1363 0.7081 0.07 -0.03 0.05 0.398
H 0.7649 -0.0955 3.3272 0.02 -0.01 0.04 0.136
H 0.4206 -1.5281 4.3103 0.02 -0.04 -0.09 0.427
H -0.5165 -0.0823 4.5772 -0.03 0.05 -0.08 0.418
H 0.3767 -1.8634 1.3753 -0.01 -0.08 -0.06 0.359
H -1.1621 -2.7390 1.4245 -0.06 0.17 -0.07 0.284
H 0.0243 -2.9950 2.6841 -0.02 0.15 0.18 0.338
H -4.0416 -1.9127 3.3333 -0.06 0.01 0.02 0.331
H -4.2590 -0.9682 4.8201 -0.07 0.08 -0.08 0.405
H -2.7072 -1.7091 4.4747 0.10 0.04 -0.13 0.309
H -4.9415 0.2201 2.1725 -0.02 -0.02 0.02 0.306
H -4.1924 1.7558 2.6370 0.07 -0.05 -0.05 0.236
H -5.0619 0.8187 3.8343 0.05 -0.04 0.06 0.428
O 2.6692 -1.7021 0.5271 0.03 -0.78 3.24 -0.738
P 4.0447 -1.1772 0.7564 1.04 2.11 -5.66 0.693
N 3.8194 0.3479 -0.0360 0.17 0.20 0.50 0.116
C 4.8967 1.2067 -0.4903 0.18 0.17 0.22 -0.796
C 2.7180 1.1581 0.4871 -0.43 -0.28 -0.19 -1.098
N 4.9845 -2.2043 -0.2216 -0.11 -0.24 0.16 0.173
C 5.9360 -1.7084 -1.1980 0.42 0.00 0.24 -1.285
C 4.2959 -3.3828 -0.7417 -0.16 -0.07 -0.08 -0.991
N 5.3577 -0.6413 1.7434 -1.16 -1.72 1.97 0.041
C 6.2361 -1.7155 2.2616 0.28 -0.06 -0.14 -1.069
C 4.8829 0.1025 2.9349 -0.03 0.56 -0.23 -1.062
H 5.4566 1.6909 0.3259 -0.01 -0.02 0.00 0.264
H 4.4684 1.9984 -1.1084 -0.07 -0.01 0.04 0.391
H 5.6042 0.6844 -1.1225 0.02 -0.03 0.09 0.202
H 2.9512 1.6501 1.4429 0.03 0.10 -0.08 0.245
H 1.8285 0.5463 0.6293 0.03 -0.03 0.01 0.248
H 2.4606 1.9387 -0.2300 0.04 -0.03 -0.06 0.421
H 5.4441 -1.2378 -2.0568 0.02 0.00 0.00 0.345
H 6.5380 -2.5422 -1.5693 -0.08 -0.06 -0.01 0.432
H 6.6406 -1.0072 -0.7499 -0.10 0.07 0.03 0.366
H 3.6399 -3.1414 -1.5848 -0.03 -0.02 0.02 0.316
H 3.6970 -3.8615 0.0268 -0.06 0.08 0.00 0.327
H 5.0412 -4.1072 -1.0808 0.07 0.08 0.01 0.333
H 5.6924 -2.4655 2.8446 0.03 0.02 0.07 0.344
H 6.9930 -1.2612 2.9032 -0.08 0.07 0.05 0.400
H 6.7580 -2.2213 1.4561 -0.14 0.00 -0.10 0.318
H 4.2031 -0.4876 3.5574 0.05 -0.03 0.04 0.360
H 4.3742 1.0181 2.6418 -0.04 -0.06 -0.07 0.209
H 5.7364 0.3943 3.5455 0.06 -0.04 -0.05 0.425
```
Positions in Å, forces in eV/Å.

Output
multiplicity	1
HOMO-LUMO gap	0.1797	Eh
total charge	-1
molecular weight	590.47	g mol⁻¹